Run 1
A 2-piece molecular cluster, C3H11NO overall. Source: the Open Molecules 2025 dataset; level of theory: ωB97M-V/def2-TZVPD.

Calculated values
**Kohn-Sham gap**: 0.3858 hartree
**Structure (SMILES)**: CNC.CO
**HOMO energy**: -9.54 eV
**Spin multiplicity**: 1

XYZ file:
```
16
Properties=species:S:1:pos:R:3:mulliken_charge:R:1
H 1.34301 1.94227 1.94345 0.32
H 1.34379 -0.01298 -1.21005 0.29
H -0.39050 1.95550 2.02383 0.32
H 0.09194 1.79074 -0.09893 0.22
O -1.73121 -0.96703 -0.29780 -0.51
H -0.87158 -2.55268 -1.32617 0.23
N 0.28177 0.90821 0.37177 -0.40
H -2.59131 -2.28188 -1.63506 0.25
H -1.01883 -0.31697 -0.33404 0.50
C 0.45197 1.31583 1.76735 -0.96
H -1.43876 -1.18662 -2.33132 0.25
H 1.70212 -0.58594 0.36267 0.35
C 1.50228 0.33844 -0.19335 -0.93
H 2.39614 0.95233 -0.06833 0.36
C -1.64143 -1.78692 -1.43740 -0.60
H 0.57060 0.48767 2.46337 0.30
```

***

Run 2
A 2-piece molecular cluster, C3H11NO overall. Source: the Open Molecules 2025 dataset; level of theory: ωB97M-V/def2-TZVPD.

Calculated values
**Kohn-Sham gap**: 0.3943 hartree
**Structure (SMILES)**: CCOC.N
**HOMO energy**: -9.80 eV
**Spin multiplicity**: 1

XYZ file:
```
16
Properties=species:S:1:pos:R:3:mulliken_charge:R:1
C -1.80848 0.14460 -2.02170 -1.04
H -1.57633 0.16551 1.21482 0.38
H -0.78023 1.43806 -0.63270 0.33
C -0.64873 -0.39840 1.08346 -0.65
H -2.71727 0.21621 -1.42225 0.26
H 3.85495 0.25666 1.45265 0.22
H 2.47739 0.25006 2.30443 0.27
H 2.85544 -0.98807 1.32699 0.27
H -0.80682 -1.40325 1.48068 0.26
H -1.86578 0.80930 -2.88842 0.36
C -0.60959 0.49672 -1.15567 -0.32
N 3.24686 -0.34049 2.00774 -0.72
H 0.26067 0.71879 -1.77983 0.34
O -0.29236 -0.53463 -0.26399 -0.39
H 0.15522 0.05331 1.66785 0.14
H -1.74492 -0.88437 -2.37404 0.29
```

***

Which structure is the most stable? The one labeled run 2.

***

Run 1
A 2-piece molecular cluster, C6H16NS overall. Source: the Open Molecules 2025 dataset; level of theory: ωB97M-V/def2-TZVPD.

Calculated values
**Kohn-Sham gap**: 0.2904 hartree
**Charge**: +1
**HOMO energy**: -12.49 eV
**Spin multiplicity**: 1

XYZ file:
```
24
Properties=species:S:1:pos:R:3:mulliken_charge:R:1
N -0.22196 -0.17091 1.74235 -0.06
C 3.28573 -0.69687 -0.83413 -0.82
H -1.19172 0.08867 1.87593 0.33
H -2.86691 0.65343 0.50995 0.35
C 0.15336 -1.65045 -0.22293 -1.59
H 0.13270 -1.53620 -1.28101 0.46
H -1.48182 2.05538 0.94521 0.39
H 0.23162 -1.00161 2.15124 0.37
H 0.23450 0.52106 2.37739 0.39
H -2.40460 -0.88853 -0.48847 0.34
H 0.97226 -2.26056 0.12222 0.39
H -0.55215 0.53778 -1.57257 0.41
H -0.73002 -2.25364 -0.11686 0.51
H 3.29997 -1.72361 -0.47846 0.27
H -2.95511 0.67086 -1.26423 0.38
H 4.24856 -0.15212 -0.82697 0.32
H -1.18495 2.82484 -0.79105 0.32
H 2.99993 -0.74703 -1.84464 0.34
C -0.09695 -0.24968 0.31213 -0.27
H 0.01142 2.53670 0.35641 0.40
C -2.39043 0.21537 -0.41577 -1.22
C -0.95196 0.66251 -0.48555 0.25
S 2.34665 0.46513 0.20170 0.05
C -0.88812 2.09948 0.02814 -1.33
```

***

Run 2
A 2-piece molecular cluster, C6H16NS overall. Source: the Open Molecules 2025 dataset; level of theory: ωB97M-V/def2-TZVPD.

Calculated values
**Kohn-Sham gap**: 0.2829 hartree
**Charge**: +1
**HOMO energy**: -11.78 eV
**Spin multiplicity**: 1

XYZ file:
```
24
Properties=species:S:1:pos:R:3:mulliken_charge:R:1
C -2.40775 -1.12430 0.84695 -0.78
H 2.62764 -0.20101 -1.70575 0.31
H 0.66116 1.11170 -2.06003 0.45
C 1.49454 0.49554 -0.20709 1.08
H 2.72587 -1.60372 0.62239 0.35
H 0.00113 1.93016 -0.56181 0.37
N 2.41761 -0.30098 -0.74329 -0.13
H 2.41264 1.24095 1.64386 0.43
C -3.72552 0.57604 -0.85381 -0.77
C 3.39986 -0.97238 0.05973 -0.86
H -3.31987 0.56445 -1.82553 0.28
H 4.28434 -1.30532 -0.56050 0.30
C 1.54771 0.65636 1.27638 -1.45
H -1.70933 -1.84208 0.30582 0.26
H -4.27012 -0.31181 -0.69761 0.29
H -4.40064 1.52612 -0.67461 0.28
C 0.38870 0.96183 -1.05400 -1.10
H -2.20220 -1.19043 1.92248 0.31
H 3.91740 -0.27582 0.74157 0.30
H -0.57555 0.38193 -0.79937 0.00
H 0.70357 1.15064 1.68673 0.35
S -2.31823 0.55484 0.34698 -0.02
H -3.28829 -1.72344 0.47672 0.34
H 1.63533 -0.29929 1.81381 0.40
```

***

Which structure is the most stable? The one labeled run 2.

***

Run 1
A 2-piece molecular cluster, C5H9F overall. Source: the Open Molecules 2025 dataset; level of theory: ωB97M-V/def2-TZVPD.

Calculated values
**Kohn-Sham gap (spin up / spin down)**: 0.3584 / 0.2761 hartree
**HOMO energy (spin up / spin down)**: -8.75 / -7.43 eV
**Spin multiplicity**: 1

XYZ file:
```
15
Properties=species:S:1:pos:R:3:mulliken_charge:R:1
C 1.21860 -1.24133 -0.07378 -1.17
F 1.05734 0.57590 1.45203 -0.30
H -2.52406 0.44306 -0.88923 0.26
H 2.21198 -1.53265 0.22660 0.35
C -2.55354 -0.15372 1.13615 -0.43
H 1.89178 0.67860 -1.77843 0.35
H 2.02994 1.83500 -0.56125 0.32
C -2.00880 0.27889 0.04391 -0.32
H 1.15239 -1.37816 -1.10869 0.36
C 1.30790 1.16709 -0.97235 -1.02
H -3.67002 -0.39910 0.99902 0.22
H 0.37526 1.72808 -1.29382 0.22
H -2.03365 -0.37163 2.16690 0.22
H 0.57755 -1.86555 0.51002 0.30
C 0.96734 0.23552 0.14292 0.63
```

***

Run 2
One molecule with the formula C5H9F. Source: the Open Molecules 2025 dataset; level of theory: ωB97M-V/def2-TZVPD.

Calculated values
**Kohn-Sham gap**: 0.3856 hartree
**Structure (SMILES)**: C[C@@H]1[C@H](C)[C@@H]1F
**HOMO energy**: -9.43 eV
**Spin multiplicity**: 1

XYZ file:
```
15
Properties=species:S:1:pos:R:3:mulliken_charge:R:1
C 0.73654 -0.08949 0.68219 0.05
H 1.31851 0.00180 -1.29171 0.25
H 0.90914 -1.71368 -0.85009 0.24
H -2.60636 0.06488 -0.31109 0.36
H 2.55872 -0.81218 -0.14754 0.33
H 0.22192 2.07112 1.17316 0.42
C -0.75307 0.13844 0.58258 -0.07
F 0.41575 1.67621 -0.75741 -0.31
H -1.25610 0.12742 1.54680 0.41
H -1.10927 0.10624 -1.44638 0.28
C 1.45095 -0.77817 -0.44427 -1.09
C 0.28064 1.22812 0.52698 -0.15
H 1.03669 -0.41646 1.70936 0.32
C -1.56339 -0.27308 -0.51961 -1.34
H -1.64067 -1.33115 -0.45297 0.31
```

***

Which structure is the most stable? The one labeled run 2.

***

Run 1
A 2-piece molecular cluster, C15H17N3O3S overall. Source: the Open Molecules 2025 dataset; level of theory: ωB97M-V/def2-TZVPD.

Calculated values
**Kohn-Sham gap**: 0.2949 hartree
**HOMO energy**: -8.45 eV
**Spin multiplicity**: 1

XYZ file:
```
39
Properties=species:S:1:pos:R:3:mulliken_charge:R:1
H -2.29652 0.80058 -1.17297 0.21
H -0.05353 0.90760 4.47586 0.47
C -0.04329 -0.20266 2.72805 0.51
S -0.52987 -1.91939 2.12714 -0.26
N 1.75274 0.80326 -3.00280 -0.43
N 0.67049 -1.30856 -2.04043 -0.51
C -0.29777 -2.72770 -0.41304 0.37
H 3.01266 3.67559 -0.31443 0.11
C 1.54895 0.88718 -1.44463 0.14
C -0.42074 1.00542 2.03659 0.29
C 0.87267 -0.37490 -1.01139 0.35
C -1.88034 1.68523 -0.60054 -1.21
H -0.28905 -3.22675 -2.49569 0.64
C 2.65431 2.76003 -1.18669 -0.57
C -1.18516 -4.83164 -0.86816 -0.96
C 2.54600 2.04956 -3.27611 -0.24
H -2.24983 2.42166 -1.10581 0.73
C 1.92544 1.77396 -0.69284 0.32
C -0.44738 -0.02937 4.16796 -1.52
H 3.42178 3.91761 -2.81013 0.29
H -2.26155 -4.50717 -1.80357 0.27
H -1.51182 -0.08471 4.36859 0.34
O -1.87766 0.84109 1.61362 -0.23
H -1.69317 -5.60081 -0.18882 0.28
H 0.07355 -0.98466 4.68939 0.32
C -0.13419 -2.57755 -1.77313 -0.90
H -3.50051 1.39746 0.91939 0.30
H 2.58660 1.90398 -4.48733 0.28
H -0.42828 -5.32133 -1.32469 0.44
N 0.67400 -0.52525 0.15852 -0.16
O 0.28782 2.06225 1.98096 -0.64
H 1.83962 1.48901 0.40102 0.20
H 1.00764 -0.10512 2.82924 0.42
C -0.20342 -1.59748 0.45029 0.69
H -0.83725 1.92888 -0.78771 0.15
H -2.13397 2.69618 1.30791 0.26
O -1.11520 -3.70159 0.03164 -0.33
C -2.42005 1.64992 0.89032 -0.21
C 2.93627 2.97023 -2.37557 -0.22
```

***

Run 2
One molecule with the formula C15H17N3O3S. Source: the Open Molecules 2025 dataset; level of theory: ωB97M-V/def2-TZVPD.

Calculated values
**Kohn-Sham gap**: 0.2898 hartree
**Structure (SMILES)**: C/N=C1\S[C@H](CC(=O)Nc2ccc(C(C)=O)cc2)C(=O)N1C
**HOMO energy**: -8.67 eV
**Spin multiplicity**: 1

XYZ file:
```
39
Properties=species:S:1:pos:R:3:mulliken_charge:R:1
S -3.03573 0.03552 -1.70501 -0.23
H 7.29630 -0.55341 -0.40153 0.43
H 6.21010 -0.51250 -1.49527 0.23
H 0.18212 2.37265 -1.00977 0.12
O 5.37393 -1.44496 1.26159 -0.54
C -2.15991 2.25448 -0.27834 -0.77
H -1.61995 -3.57153 -0.96638 0.27
C 2.77383 -0.48844 1.06726 -1.50
N 0.16708 1.52792 -0.46586 -0.09
H -2.32104 -2.38313 -2.50835 0.18
O -1.30997 0.74389 1.04358 -0.51
C 3.96129 -0.18691 0.22327 -0.04
C -4.02051 -1.31606 2.01051 -1.36
H 3.05328 -1.07896 1.63142 1.05
H -1.92687 2.93247 -1.24112 0.33
H -4.24555 1.97520 -1.06873 0.37
N -3.70968 -0.61190 0.78024 0.14
C 1.57833 0.07697 0.66997 0.06
H -4.50767 -0.80850 2.70305 0.55
C -3.09765 -1.11140 -0.32995 0.47
C -3.49233 1.25841 -0.33648 0.28
H -2.50499 3.00661 0.37028 0.40
H -3.16175 -1.85458 2.38002 0.33
O -4.34205 1.34863 1.78157 -0.79
N -2.91105 -2.44340 -0.35944 -0.36
C -3.83623 0.59823 0.66224 -0.05
C -1.10121 1.65890 0.28261 0.53
C 5.12390 -0.57593 0.54908 0.90
H 2.27330 2.37176 -1.52840 0.68
C 2.56282 1.64868 -0.98004 -1.31
H 6.64662 0.90981 -0.26944 0.38
C -2.49300 -3.08586 -1.42648 -0.59
C 6.33929 -0.12400 -0.26185 -1.25
H -3.27962 -3.79660 -1.81814 0.23
C 1.40549 1.19161 -0.10171 0.79
H -4.70368 -1.95501 1.77846 0.56
H 0.68750 -0.28825 1.51357 0.07
C 3.67405 0.93405 -0.68356 -0.09
H 4.47117 1.34555 -1.47286 0.15
```

***

Which structure is the most stable? The one labeled run 1.